Formula: C45H40BN10OPS2W
Source: OMol25
Level of theory: ωB97M-V/def2-TZVPD

Results
- Gap between HOMO and LUMO (spin up / spin down): 6.4 / 6.7 eV
- Total charge: +2
- Spin multiplicity: 1
- E_LUMO (spin up / spin down): -0.2339 / -0.2231 Eh
- HOMO energy (spin up / spin down): -12.7 / -12.7 eV
- Molecular weight: 1026.64 g mol⁻¹
- Calculated total energy: -97710.9476 eV
- Energy above the lowest of the compared OMol25 structures with the same formula, charge and spin: 419.3 kJ/mol

```
101
Properties=species:S:1:pos:R:3:forces:R:3
H -4.780 -1.698 -0.535 0.037 0.011 0.029
N -2.138 1.996 0.610 -0.113 0.066 0.015
P 0.616 -1.692 0.299 0.062 0.221 -0.004
C 0.272 1.938 -2.653 -0.014 0.179 0.031
H -0.115 5.806 2.691 0.000 -0.030 -0.025
C 2.023 -2.324 -0.920 0.058 -0.255 -0.002
N -2.015 -0.524 0.959 -0.187 -0.231 0.115
W -0.343 0.903 0.570 -0.219 0.184 -0.411
C -3.096 -0.595 0.150 0.009 -0.090 -0.076
C 1.319 3.643 -0.051 -0.095 0.057 0.148
H 5.207 -2.740 -3.449 -0.043 0.007 0.035
C 1.216 -1.405 3.155 -0.045 0.066 0.009
H -4.242 5.466 1.799 -0.010 -0.040 -0.043
C 2.462 -4.453 -2.303 -0.014 0.036 0.026
C -4.201 2.727 -0.213 0.005 -0.047 -0.050
H -5.702 2.135 -1.643 0.031 0.056 0.052
C 0.592 3.766 -3.857 -0.237 -0.023 0.005
S 2.132 1.146 0.993 0.298 0.002 -0.089
H -7.091 4.149 -1.140 0.058 -0.017 0.027
H 2.934 -3.526 5.214 -0.031 0.021 -0.062
C -0.330 4.070 1.483 -0.095 -0.044 0.041
H -2.011 3.974 -2.430 -0.014 0.036 0.021
C -1.261 -2.752 -1.404 -0.003 0.055 -0.019
C -3.239 1.619 -0.155 0.000 0.346 0.013
H 2.781 3.486 -3.923 -0.103 -0.050 0.048
H 3.411 0.773 -3.263 -0.031 0.010 0.003
C -6.156 3.987 -0.617 -0.056 0.030 -0.016
C -0.676 -2.899 -0.145 0.031 -0.118 -0.023
H -2.538 -3.610 -2.891 0.020 -0.011 0.050
C -5.388 2.868 -0.910 -0.016 -0.052 -0.014
N -0.358 2.971 -3.249 -0.006 0.064 -0.030
C 2.461 -1.308 -2.019 -0.017 0.097 0.036
H 2.069 6.454 1.645 -0.019 -0.054 -0.025
N 2.448 0.017 -1.404 -0.044 -0.146 0.126
H 2.850 5.081 -0.333 -0.042 -0.004 0.042
C -2.097 -3.736 -1.910 0.013 -0.025 -0.029
N -3.529 0.459 -0.615 0.004 -0.272 0.001
C 0.363 5.197 1.936 0.047 0.019 -0.009
C 2.468 -3.163 4.305 0.026 -0.004 0.085
H 2.971 -4.885 3.122 -0.033 0.078 0.003
H -2.863 -2.997 3.087 -0.019 0.033 -0.064
C 3.659 -4.070 -3.045 -0.002 -0.084 -0.016
B 2.814 1.225 -2.316 0.098 0.184 0.001
C 2.845 0.030 -0.128 0.039 -0.087 0.010
C -3.799 3.640 0.744 -0.001 0.061 0.018
H -1.048 -1.878 -2.012 0.000 -0.068 0.046
C -3.996 -1.674 0.209 0.007 0.005 -0.017
C -2.006 -1.398 2.004 -0.027 0.101 -0.109
H -2.098 3.645 -4.177 -0.008 0.010 0.004
H 4.036 -4.781 -3.772 -0.037 0.040 0.059
H 3.547 -0.966 2.476 0.008 -0.021 -0.035
H 1.906 -4.025 1.108 0.012 0.026 -0.008
C -2.443 3.253 1.158 -0.154 -0.181 -0.069
H 0.322 4.652 -4.410 0.039 -0.087 0.060
C 1.825 -1.938 4.300 0.017 -0.028 0.054
C 1.882 -3.414 2.002 0.022 0.023 -0.019
C -3.941 -2.554 1.253 -0.069 -0.038 0.012
H 0.593 0.106 4.544 0.011 0.011 0.080
H -0.503 -4.187 1.577 -0.034 0.012 -0.034
C 3.917 -1.838 -1.925 -0.066 -0.027 0.054
C 1.981 4.806 0.249 0.068 -0.015 -0.082
C 0.566 -0.115 3.479 0.212 -0.321 0.171
H -4.670 -3.350 1.347 0.057 0.047 0.003
C 4.317 -2.931 -2.859 0.073 0.066 -0.017
H 2.099 -5.459 -2.480 0.008 0.024 -0.010
H 1.935 -1.291 -2.969 0.009 -0.019 -0.022
H 4.868 -0.051 1.734 0.004 0.022 -0.002
C -5.754 4.908 0.354 -0.058 0.045 -0.009
O -0.694 1.759 3.399 0.029 0.156 -0.230
N -0.053 0.727 2.757 -0.243 -0.013 -0.318
N 0.219 3.199 0.604 0.035 -0.037 -0.041
C 4.256 -0.945 1.651 -0.015 0.005 -0.118
N 3.596 -0.968 0.345 -0.135 -0.031 0.010
N 1.578 2.049 -2.866 -0.033 -0.035 -0.114
H 4.646 -1.033 -1.972 0.007 0.031 0.010
H 0.930 -4.257 -0.979 -0.062 0.010 0.034
C 1.790 3.189 -3.618 0.125 -0.129 0.047
H -0.541 1.676 4.351 -0.012 0.031 0.270
H 3.489 2.018 -1.702 -0.018 -0.037 0.024
C 1.250 -2.170 1.958 0.049 -0.095 0.001
C -1.791 3.250 -3.212 0.118 -0.013 -0.014
S -0.551 0.653 -1.798 0.231 0.146 0.221
H 1.799 -1.369 5.224 -0.006 -0.024 -0.063
C -4.562 4.752 1.050 0.025 0.019 0.042
H -2.328 2.328 -3.012 -0.030 -0.053 -0.004
H -1.972 -5.926 0.669 0.018 0.049 -0.019
C -2.349 -4.882 -1.169 -0.005 -0.018 -0.027
H -6.388 5.761 0.562 0.039 -0.042 -0.002
C 2.491 -3.913 3.147 0.023 -0.080 -0.045
N -1.677 4.052 1.777 0.297 0.175 0.052
C -1.776 -5.032 0.087 -0.023 -0.018 0.000
C 1.539 5.564 1.328 -0.011 0.093 0.079
C 3.518 -2.190 -0.459 0.023 0.124 0.016
H 3.987 -3.020 0.059 0.003 -0.024 0.011
C -2.947 -2.362 2.215 -0.044 -0.103 0.091
H -2.987 -5.659 -1.572 0.024 0.031 0.023
H 4.909 -1.813 1.705 -0.032 0.014 -0.006
H 1.701 3.007 -0.820 0.082 -0.118 -0.121
C 1.763 -3.736 -1.419 0.052 0.102 0.001
H -1.183 -1.332 2.681 0.080 0.048 0.081
C -0.944 -4.047 0.598 -0.012 -0.023 0.015
```
Positions in Å, forces in eV/Å.

Formula: C45H40Cl3GeN3O4RuS
Source: OMol25
Level of theory: ωB97M-V/def2-TZVPD

Results
- Gap between HOMO and LUMO (spin up / spin down): 6.9 / 6.9 eV
- Total charge: 0
- Spin multiplicity: 1
- E_LUMO (spin up / spin down): -0.0170 / -0.0170 Eh
- HOMO energy (spin up / spin down): -7.4 / -7.4 eV
- Molecular weight: 998.94 g mol⁻¹
- Calculated total energy: -167473.2588 eV
- Energy above the lowest of the compared OMol25 structures with the same formula, charge and spin: 12.9 kJ/mol

```
98
Properties=species:S:1:pos:R:3:forces:R:3
O -1.672 3.240 -0.349 0.292 -0.160 -0.400
H -3.295 -5.688 1.113 -0.044 0.063 0.048
H -0.298 -4.701 2.472 0.002 0.000 -0.014
N -0.355 0.540 -0.826 -0.021 0.634 -0.443
H 0.936 5.350 3.318 0.003 0.012 -0.001
H 0.431 6.174 -3.447 0.000 -0.001 -0.003
H 0.865 6.089 -1.031 -0.021 0.013 0.028
H 3.373 -2.025 -0.358 0.021 -0.028 -0.006
O -1.640 -4.471 1.000 -0.094 0.132 0.041
S -0.397 -8.913 1.019 -0.001 0.023 0.000
C 1.237 4.221 -3.826 -0.008 0.026 -0.003
H 0.968 1.877 1.432 -0.027 -0.017 -0.078
H 3.444 2.521 3.093 0.002 -0.019 -0.007
H 1.947 -1.194 -4.309 0.005 0.002 0.006
H 1.108 7.587 4.321 -0.001 -0.001 -0.002
C 2.903 6.827 0.998 -0.008 -0.018 0.025
C 4.168 2.548 2.287 -0.008 0.019 0.000
O -1.046 5.159 0.528 0.103 0.069 -0.025
C -4.690 1.548 1.367 -0.014 0.061 0.007
H -4.869 -4.122 0.225 -0.003 0.019 -0.025
H -4.185 -7.027 -0.354 0.003 0.004 0.000
C -1.865 -7.629 2.660 -0.017 0.009 -0.026
C 2.777 -1.696 -2.393 -0.022 0.005 0.029
C 1.830 3.098 -3.268 0.007 -0.005 0.007
H -2.587 -7.397 3.431 0.002 -0.001 0.003
H -1.970 -4.971 2.991 0.013 0.009 0.002
Ge 2.089 4.034 0.840 -0.038 -0.065 0.143
H -4.141 -8.203 -2.520 0.000 0.001 -0.001
C -2.802 -1.563 0.067 -0.153 0.083 0.069
H 1.468 -0.782 0.598 -0.039 0.065 0.011
H -2.336 -1.478 1.034 0.013 -0.014 -0.005
H 5.638 1.482 3.430 -0.002 -0.002 -0.003
C 1.161 5.256 -1.655 -0.006 -0.030 0.010
C 0.906 5.300 -3.018 -0.010 -0.011 -0.020
H -1.274 2.380 2.075 0.085 -0.025 0.027
H -2.013 -9.818 2.604 0.001 -0.001 -0.001
C 0.650 -0.256 -1.318 -0.061 -0.125 0.156
C -3.541 -6.660 -1.146 0.039 -0.037 -0.005
C -1.107 -6.634 1.975 0.008 0.014 0.011
C 2.995 8.093 1.560 0.007 0.007 -0.008
Cl 0.827 -6.389 0.032 0.005 0.006 -0.006
H -3.573 -0.608 -2.863 0.027 -0.021 -0.014
O -3.936 1.920 -0.887 -0.003 -0.045 -0.043
C -3.971 -2.375 -1.601 -0.051 0.044 0.018
C -0.270 -7.205 1.061 0.001 -0.044 0.028
Cl -0.895 -3.718 -1.780 0.142 0.139 0.037
C 2.091 3.061 -1.905 -0.018 -0.044 0.016
H -5.656 1.187 1.012 -0.007 0.017 -0.016
C 3.848 3.179 1.084 -0.044 -0.007 -0.016
C 1.758 4.135 -1.081 -0.029 -0.041 0.044
C -3.886 -3.756 0.522 0.037 0.062 -0.005
C 2.167 5.819 1.620 0.004 0.014 -0.017
H 6.804 2.656 -0.517 0.001 0.001 0.001
H -3.952 -3.405 1.552 -0.023 -0.027 0.005
C -3.456 -1.166 -1.952 -0.110 0.065 0.063
C -2.746 -5.542 -0.898 -0.009 -0.032 0.056
C 1.616 7.375 3.389 0.001 -0.021 0.000
N -2.749 -0.659 -0.888 0.303 -0.109 -0.152
H -4.333 0.953 2.203 -0.006 -0.005 0.003
C 4.820 3.207 0.084 -0.002 0.032 0.016
C 1.843 -1.103 -3.235 -0.023 -0.056 -0.064
H 4.606 3.697 -0.860 -0.008 -0.018 -0.017
H 2.563 2.179 -1.485 -0.009 -0.037 0.015
H 2.422 9.355 3.198 -0.001 0.002 -0.001
H -4.588 -3.075 -2.138 0.009 -0.007 -0.004
C 5.410 1.961 2.485 0.013 0.012 -0.006
C 0.834 2.879 1.847 -0.031 0.015 -0.147
H 3.612 -2.245 -2.810 -0.002 0.002 0.001
Ru -1.889 1.273 -0.626 -0.779 -0.084 0.881
C -1.248 -5.153 2.186 0.056 -0.094 -0.058
Cl -2.603 -7.708 -4.867 0.002 -0.001 0.000
H 2.090 2.250 -3.890 0.004 0.001 0.001
C 6.363 1.995 1.476 -0.011 -0.015 0.011
C -0.656 3.261 1.877 0.065 -0.089 -0.006
C 1.526 6.112 2.820 0.013 0.020 -0.007
C -3.521 -7.335 -2.353 -0.007 -0.006 0.003
C -1.144 3.948 0.611 -0.161 0.054 0.092
C -1.906 -5.110 -1.922 -0.078 -0.025 -0.072
H 1.199 2.835 2.876 0.051 -0.042 -0.027
C 1.579 -0.872 -0.474 0.031 -0.074 -0.010
C 2.352 8.368 2.759 0.003 0.005 -0.006
H 3.568 8.865 1.061 0.001 0.001 0.001
C -2.877 -4.904 0.472 0.055 -0.030 -0.079
C 0.794 -0.374 -2.708 0.004 -0.023 0.055
C -2.667 -6.882 -3.345 -0.004 -0.006 0.011
C -3.700 1.570 0.262 0.512 -0.191 -0.189
H -1.199 -5.429 -3.917 -0.004 -0.005 -0.001
H 1.028 4.254 -4.888 0.004 0.003 -0.001
H 7.333 1.539 1.627 -0.002 0.000 0.000
C -1.586 -8.894 2.250 -0.001 -0.007 -0.007
H -0.812 3.985 2.676 -0.083 0.006 0.009
C 6.065 2.621 0.274 0.000 0.011 -0.009
N -3.559 -2.610 -0.309 0.082 -0.063 -0.016
H 0.079 0.133 -3.343 0.004 0.023 0.020
H 3.407 6.626 0.058 0.008 0.005 -0.002
H -4.817 2.581 1.704 0.010 -0.003 0.016
C -1.862 -5.780 -3.139 0.025 0.018 -0.013
C 2.643 -1.574 -1.017 0.025 0.004 0.064
```
Positions in Å, forces in eV/Å.